## a
Below is 2 unconnected molecules or ions with the total composition C4H8FN, with properties calculated with ωB97M-V/def2-TZVPD.

CARTESIAN COORDINATES (ANGSTROEM)
C -1.123 1.049 0.123
C -0.478 -0.076 -0.141
C -0.924 -1.451 -0.343
C 1.846 -0.362 -0.158
N 2.482 0.831 -0.195
F 2.032 -1.024 0.998
H -0.867 2.057 0.338
H -2.196 0.989 0.240
H -1.351 -1.630 0.599
H -1.667 -1.639 -1.079
H -0.109 -2.181 -0.596
H 1.764 -0.961 -1.078
H 2.172 1.382 -1.014
H 2.356 1.504 0.619

Output
**Molecular weight**: 89.11 g mol⁻¹

---

## b
Below is a single C4H8FN molecule, with properties calculated with ωB97M-V/def2-TZVPD.

CARTESIAN COORDINATES (ANGSTROEM)
C -1.545 -0.849 0.312
C -0.408 0.014 -0.023
F -0.990 1.179 -0.411
C 0.730 0.282 0.999
N 1.764 0.067 -0.042
C 0.703 -0.506 -0.912
H -2.103 -0.442 1.150
H -2.194 -0.836 -0.557
H -1.207 -1.852 0.481
H 0.629 -0.519 1.713
H 0.702 1.211 1.535
H 2.492 -0.598 0.234
H 0.578 -0.108 -1.935
H 0.777 -1.593 -0.886

Output
**Molecular weight**: 89.11 g mol⁻¹
**SMILES**: CC1(F)CNC1

---

Winner for stability: b